Entry 1:
A cluster of 6 separate species, C31H44F5N2O19P in total at a distorted geometry, computed with ωB97M-V with the def2-TZVPD basis set.

```
102
Properties=species:S:1:pos:R:3:mulliken_charge:R:1
H 3.647 -1.713 -2.258 0.282
N 3.393 -1.617 -1.248 -0.709
C 3.576 -0.304 -0.884 0.233
C 4.112 0.746 -2.049 -0.893
C 4.025 2.342 -1.555 0.294
P 5.351 2.638 -0.213 -0.312
C 4.614 2.440 1.574 -0.478
C 6.737 1.282 -0.263 -0.358
C 7.816 1.491 -1.481 -0.813
C 4.200 3.100 -3.036 -0.046
O 5.318 3.688 -3.526 -0.621
N 2.828 3.013 -3.737 -0.271
C 1.700 3.198 -2.717 -0.575
C 0.227 2.545 -3.027 -0.954
C 0.201 0.896 -3.040 -0.111
O -0.311 0.301 -1.777 -0.306
C -0.362 -1.171 -1.861 0.461
O -0.764 -1.811 -2.994 -0.632
C 0.009 -2.194 -0.592 -0.123
C 0.392 -1.399 0.791 -0.730
C 2.464 2.775 -1.289 0.886
C 2.113 4.076 -0.355 -0.873
C 3.146 5.340 -0.504 -0.443
O 3.494 5.766 0.891 -0.502
H 3.366 0.154 0.178 0.062
H 3.400 0.548 -2.987 0.596
H 5.204 0.469 -2.446 0.358
H 4.935 1.360 1.970 0.325
H 5.129 3.207 2.296 0.436
H 3.444 2.450 1.594 -0.083
H 6.271 0.205 -0.275 0.233
H 7.305 1.389 0.782 0.413
H 7.799 0.483 -2.120 0.253
H 7.612 2.415 -2.170 0.238
H 8.901 1.508 -0.984 0.295
H 2.692 3.747 -4.469 0.391
H 1.472 4.361 -2.864 0.507
H -0.620 2.954 -2.303 0.236
H -0.093 2.891 -4.124 0.396
H -0.488 0.594 -3.967 0.298
H 1.241 0.395 -3.243 0.114
H 0.969 -2.791 -0.946 0.237
H -0.911 -2.931 -0.413 0.212
H -0.225 -0.422 0.984 0.230
H 0.193 -2.154 1.686 0.374
H 1.539 -1.156 0.822 0.007
H 1.784 1.872 -0.940 -0.054
H 1.941 3.811 0.796 0.151
H 1.050 4.472 -0.728 0.472
H 2.630 6.280 -0.992 0.335
H 4.121 5.120 -1.113 0.287
H 3.949 6.660 0.878 0.297
O 1.702 1.828 3.361 -0.509
C 2.237 1.423 4.380 0.598
O 1.565 0.850 5.424 -0.309
C 2.549 0.405 6.336 -0.456
C 3.714 1.274 6.005 0.289
F 4.878 0.622 6.219 -0.285
O 3.577 1.495 4.619 -0.187
H 2.750 -0.657 6.163 0.272
H 2.214 0.535 7.369 0.276
H 3.722 2.234 6.531 0.288
O -4.829 -6.756 -2.122 -0.575
C -3.891 -6.136 -2.594 0.683
O -3.320 -5.041 -2.005 -0.258
C -2.195 -4.704 -2.791 -0.094
C -2.536 -5.301 -4.114 0.342
F -1.420 -5.702 -4.764 -0.296
O -3.287 -6.445 -3.776 -0.351
H -1.297 -5.145 -2.347 0.223
H -2.065 -3.620 -2.845 -0.041
H -3.130 -4.648 -4.762 0.300
O -6.351 -3.343 2.873 -0.569
C -6.446 -3.868 1.776 0.611
O -5.852 -5.053 1.439 -0.351
C -6.311 -5.376 0.142 0.549
C -6.703 -4.044 -0.403 0.447
F -7.737 -4.161 -1.265 -0.274
O -7.150 -3.342 0.735 -0.335
H -7.156 -6.068 0.217 -0.111
H -5.521 -5.849 -0.447 -0.090
H -5.883 -3.494 -0.876 0.203
O -7.848 -7.825 -1.079 -0.456
C -9.006 -7.989 -0.732 0.636
O -9.789 -9.033 -1.144 -0.335
C -11.000 -8.932 -0.422 -0.461
C -11.039 -7.487 -0.055 0.306
F -11.665 -7.307 1.129 -0.278
O -9.679 -7.152 0.105 -0.265
H -10.957 -9.590 0.453 0.282
H -11.852 -9.227 -1.041 0.266
H -11.490 -6.843 -0.817 0.285
O 1.756 9.732 5.991 -0.537
C 1.661 9.207 4.895 0.618
O 2.255 8.022 4.558 -0.288
C 1.796 7.700 3.260 -0.021
C 1.404 9.031 2.716 0.335
F 0.370 8.914 1.853 -0.285
O 0.957 9.733 3.853 -0.303
H 0.951 7.007 3.336 0.219
H 2.586 7.226 2.671 -0.042
H 2.224 9.581 2.243 0.313
```

Results
Multiplicity   1
E_LUMO   0.212 eV
SMILES   [H]/N=C\C[C@@]1(P(C)CC)C(=O)N[C@@H](CCOC(=O)CC)[C@@H]1CCO.O=C1OC[C@@H](F)O1.O=C1OC[C@@H](F)O1.O=C1OC[C@@H](F)O1.O=C1OC[C@@H](F)O1.O=C1OC[C@@H](F)O1

Entry 2:
A structure of composition C31H44MgN4OP2 at a distorted geometry, computed with ωB97M-V with the def2-TZVPD basis set.

```
83
Properties=species:S:1:pos:R:3:mulliken_charge:R:1
Mg -0.071 -1.761 0.761 0.665
C -1.276 1.895 -0.772 -0.673
C -1.615 1.011 -1.716 -0.379
C -1.050 0.891 -3.103 -0.330
C 0.202 -0.026 -3.234 -0.059
C 1.361 0.263 -2.318 -0.518
C 1.633 1.404 -1.661 -0.138
C 0.967 2.737 -1.805 -0.976
C -0.244 2.968 -0.831 -0.644
C 1.917 -2.192 0.701 -1.157
H -1.788 1.808 0.193 0.223
H -2.324 0.212 -1.439 0.462
H -0.806 1.882 -3.503 0.137
H -1.849 0.468 -3.737 0.651
H -0.108 -1.082 -3.141 0.312
H 0.596 0.048 -4.261 -0.220
H 2.041 -0.584 -2.162 0.538
H 2.425 1.356 -0.898 0.276
H 0.663 2.946 -2.837 0.427
H 1.731 3.484 -1.547 0.398
H 0.166 3.104 0.186 0.314
H -0.755 3.922 -1.067 0.343
H 2.136 -1.997 1.765 0.245
H 2.455 -1.442 0.106 0.140
H 2.073 -3.250 0.460 0.448
P 1.356 -1.154 -8.235 -0.074
P -1.807 -0.697 -7.888 -0.222
N 2.774 -0.141 -8.231 0.355
N 2.072 -2.421 -9.260 0.309
N -2.028 1.051 -7.679 0.416
N -3.446 -1.041 -8.383 0.335
C 0.421 -0.283 -9.560 -0.660
C -1.067 -0.659 -9.568 -1.071
C 3.264 0.514 -7.085 -0.409
C 4.318 1.337 -7.455 -0.580
C 4.483 1.206 -8.884 -0.655
C 3.516 0.319 -9.325 -0.082
C 2.199 -3.755 -8.854 -0.465
C 2.683 -4.505 -9.915 -0.596
C 2.863 -3.601 -11.027 -0.794
C 2.476 -2.346 -10.595 -0.032
C -1.793 1.697 -6.460 -0.335
C -1.914 3.071 -6.637 -0.368
C -2.232 3.288 -8.022 -1.176
C -2.284 2.040 -8.630 -0.015
C -4.308 -0.325 -9.227 -0.054
C -5.417 -1.103 -9.506 -0.616
C -5.223 -2.375 -8.849 -0.534
C -4.008 -2.319 -8.194 -0.441
H 0.842 -0.539 -10.534 0.442
H 0.568 0.793 -9.400 0.507
H -1.616 0.062 -10.179 0.461
H -1.226 -1.656 -10.008 0.522
H 2.797 0.323 -6.128 0.357
H 4.904 1.971 -6.798 0.407
H 5.223 1.706 -9.498 0.426
H 3.310 -0.002 -10.329 0.182
H 1.940 -4.026 -7.840 0.402
H 2.887 -5.568 -9.912 0.393
H 3.231 -3.853 -12.014 0.430
H 2.472 -1.429 -11.160 0.308
H -1.571 1.102 -5.586 0.033
H -1.788 3.827 -5.864 0.441
H -2.403 4.251 -8.497 0.433
H -2.505 1.809 -9.660 0.420
H -4.076 0.672 -9.552 0.210
H -6.272 -0.810 -10.098 0.437
H -5.907 -3.213 -8.864 0.403
H -3.472 -3.049 -7.604 0.361
C -1.264 1.054 3.767 -1.825
C -0.238 0.114 3.120 1.972
C 1.110 0.719 3.557 -1.558
C -0.525 -1.273 3.702 -1.874
O -0.321 -0.001 1.721 -0.395
H -1.133 1.003 4.857 0.438
H -2.289 0.753 3.538 0.384
H -1.121 2.094 3.463 0.393
H 1.226 0.681 4.654 0.373
H 1.976 0.228 3.094 0.270
H 1.145 1.771 3.254 0.398
H -1.558 -1.532 3.439 0.428
H 0.119 -2.051 3.251 0.326
H -0.417 -1.293 4.795 0.374
```

Results
Multiplicity   1
E_LUMO   -0.926 eV
Energy relative to the best compared isomer or geometry (same formula, charge and spin)   0.245 eV

Entry 3:
The molecule C31H44N4O5, computed with ωB97M-V with the def2-TZVPD basis set.

```
84
Properties=species:S:1:pos:R:3:nbo_charge:R:1
C -1.510 -2.948 1.347 -0.609
C -0.079 -3.055 1.865 -0.392
C 0.879 -3.662 0.840 -0.387
C 1.041 -2.757 -0.382 -0.261
N 2.175 -3.149 -1.208 -0.445
C 1.892 -4.325 -2.003 -0.416
C 2.748 -2.063 -1.965 -0.205
C 1.832 -1.347 -2.991 -0.254
N 0.998 -0.316 -2.426 -0.431
C -0.336 -0.442 -2.268 0.716
O -1.006 -1.415 -2.552 -0.645
C -0.859 0.846 -1.669 -0.335
C -2.038 1.512 -2.388 -0.323
C -3.278 1.616 -1.513 0.693
O -3.791 2.665 -1.198 -0.605
N -3.696 0.375 -1.148 -0.609
C -4.756 0.005 -0.314 0.163
C -4.901 -1.353 -0.022 -0.272
C -5.929 -1.766 0.797 -0.173
C -6.825 -0.856 1.336 -0.334
C -6.683 0.496 1.046 0.311
O -7.498 1.481 1.512 -0.490
C -8.572 1.128 2.348 -0.251
C -5.644 0.924 0.219 -0.256
C -1.362 2.854 -2.812 0.067
C -1.018 3.623 -1.553 -0.177
C 0.045 3.016 -1.038 -0.227
C 0.291 1.848 -1.965 0.225
O -0.089 2.381 -3.229 -0.505
C 1.538 0.979 -2.044 -0.101
C 2.204 0.923 -0.657 0.683
O 1.595 0.506 0.307 -0.645
N 3.471 1.368 -0.632 -0.613
C 4.292 1.450 0.575 -0.027
C 4.459 0.063 1.201 -0.420
C 5.345 0.138 2.439 -0.393
C 4.743 1.103 3.454 -0.395
C 4.583 2.487 2.833 -0.392
C 3.697 2.442 1.587 -0.240
C 3.568 3.836 0.975 -0.605
H -1.561 -2.277 0.495 0.201
H -1.878 -3.925 1.040 0.198
H -2.169 -2.561 2.122 0.211
H 0.278 -2.061 2.142 0.198
H -0.072 -3.676 2.765 0.197
H 0.506 -4.643 0.539 0.188
H 1.861 -3.800 1.297 0.205
H 0.112 -2.763 -0.967 0.188
H 1.219 -1.741 -0.023 0.219
H 1.010 -4.210 -2.650 0.169
H 2.756 -4.559 -2.624 0.195
H 1.714 -5.164 -1.334 0.203
H 3.607 -2.466 -2.511 0.198
H 3.122 -1.323 -1.252 0.193
H 2.453 -0.896 -3.773 0.196
H 1.159 -2.072 -3.452 0.239
H -1.022 0.710 -0.598 0.264
H -2.288 0.954 -3.296 0.249
H -3.150 -0.404 -1.498 0.418
H -4.208 -2.069 -0.436 0.214
H -6.041 -2.816 1.025 0.214
H -7.619 -1.213 1.973 0.217
H -8.225 0.656 3.273 0.175
H -9.275 0.459 1.841 0.175
H -9.077 2.062 2.590 0.200
H -5.547 1.974 0.007 0.254
H -1.869 3.397 -3.603 0.217
H -1.588 4.449 -1.182 0.236
H 0.569 3.195 -0.122 0.230
H 2.223 1.340 -2.819 0.210
H 3.868 1.735 -1.481 0.404
H 5.273 1.819 0.255 0.197
H 4.895 -0.617 0.466 0.210
H 3.476 -0.319 1.478 0.231
H 6.344 0.481 2.157 0.190
H 5.443 -0.856 2.878 0.214
H 5.382 1.166 4.337 0.208
H 3.766 0.732 3.769 0.200
H 5.567 2.878 2.560 0.191
H 4.143 3.171 3.561 0.212
H 2.705 2.077 1.867 0.223
H 3.127 4.521 1.695 0.216
H 2.936 3.821 0.090 0.206
H 4.546 4.221 0.694 0.200
```

Results
Multiplicity   1
E_LUMO   0.433 eV
Energy relative to the best compared isomer or geometry (same formula, charge and spin)   0.348 eV
SMILES   CCCCN(C)CCN1C(=O)[C@@H]2[C@@H](C(=O)Nc3cccc(OC)c3)[C@H]3C=C[C@@]2(O3)[C@H]1C(=O)N[C@@H]1CCCC[C@H]1C

no.,E_HOMO (eV),total energy (Eh),Kohn-Sham gap (eV)
1,-8.180,-3587.07527,8.391
2,-8.368,-2384.60874,7.442
3,-8.147,-1802.93049,8.581